(1)
49
Properties=species:S:1:pos:R:3:forces:R:3 method="wB97M-V/def2-TZVPD" relative_energy_kj_mol=65.6 multiplicity=3 charge=0 homo_energy_ev="-5.68 / -7.67" s2=2.09 e_tot_ha=-2083.905181
Ti -0.58249 -0.36606 0.06495 1.6237 0.5021 1.4276
O -2.55239 0.36687 -2.11716 0.8175 -0.5869 -0.2988
O -2.84220 0.06806 2.23918 -0.5917 -0.1472 -0.8285
O -2.10408 -1.38562 -0.01296 -1.9986 -1.1946 0.1262
O 2.30983 0.40849 1.24249 0.5350 -0.0880 -1.0784
O 2.30741 0.33180 -1.24377 -1.0863 -0.8970 -0.2357
O -0.64135 1.79430 -0.21348 0.5594 1.7143 -0.3263
O -1.16823 -3.33524 -1.70780 -2.0226 -0.9570 -1.1402
N 1.07529 -0.11064 -1.41940 0.9102 0.7738 -1.3490
N -1.48775 0.17740 1.91675 0.7983 -0.2527 0.5813
N -1.37956 -0.02174 -1.94042 -0.5376 0.2385 -0.5161
N 1.24972 2.93356 -0.77054 0.2188 -0.0595 -0.2311
N 0.98868 0.25091 1.49245 -1.2043 0.2397 1.6475
C 0.62751 0.64310 2.72910 -0.0832 -0.3246 -1.6305
C 0.44167 -2.31365 0.08069 0.8649 0.4313 0.7961
C -1.46703 0.89367 4.24006 0.1579 0.2220 0.8641
C -0.74755 4.19498 -0.32737 -0.1021 0.2309 0.0877
C 1.86357 -0.45563 -3.72449 0.0538 -0.0562 -0.5729
C -0.77090 0.56069 2.97516 -0.6203 -0.3317 -1.2154
C 0.77447 -0.37190 -2.72079 -0.3213 0.0847 1.1103
C -0.60812 -0.41727 -2.99511 -0.2421 -0.1156 0.2312
C 1.57599 1.22757 3.70938 0.1425 0.0690 0.2681
C -1.26141 -0.85488 -4.24873 0.0554 0.1379 -0.5871
C -0.04027 2.87828 -0.42864 -0.3316 -1.4545 0.1459
H -1.65166 -1.87633 -4.11854 0.0773 0.2789 0.0788
H 1.79299 2.08230 -0.96905 -0.2778 0.3467 0.2473
H -1.27546 4.25607 0.62820 0.0253 -0.0431 -0.1913
H 2.52744 -1.30234 -3.49816 -0.1152 0.3005 0.0142
H 2.38366 0.34061 0.19642 0.1217 -0.0482 1.2516
H -0.54421 -0.87224 -5.07333 -0.2126 -0.0214 0.0766
H -1.60353 1.98156 4.34338 0.0318 -0.2033 -0.0327
H 1.76224 0.52337 4.53144 0.0812 0.1784 -0.1048
H 2.46018 0.46699 -3.70319 -0.0984 -0.3177 0.0433
H 1.53912 -2.28122 0.19279 -0.2837 0.2262 0.1194
H 0.02872 -2.73550 1.01904 0.1491 0.0302 -0.2487
H -1.77741 -2.70581 -1.24975 0.5223 -0.3126 -0.0490
H -2.09600 -0.19154 -4.50554 0.1748 -0.1808 0.1049
H -0.03526 5.02380 -0.40441 -0.2347 -0.1089 0.0431
H -2.55254 -1.93749 0.65577 0.6595 0.4764 -0.3016
H -1.47714 4.27940 -1.14033 0.0838 -0.0786 0.1899
H 1.66865 3.83461 -0.94770 -0.0540 -0.2696 0.0521
H -0.88332 0.55789 5.10724 -0.1233 0.1003 -0.1638
H -3.29565 -0.14475 1.39791 0.6088 0.1957 0.3057
H -2.46011 0.43567 4.26865 0.4025 0.1139 0.0965
H 2.51927 1.45903 3.21140 -0.1399 -0.0320 0.1964
H -1.51636 -4.22337 -1.51470 0.1114 0.5018 -0.2062
H 0.17789 -2.98003 -0.75618 0.5749 0.8496 0.8762
H 1.45872 -0.58943 -4.73634 0.1680 0.0224 0.3464
H 1.14776 2.14292 4.13951 0.1518 -0.1834 -0.0203

(2)
41
Properties=species:S:1:pos:R:3:forces:R:3 method="wB97M-V/def2-TZVPD" relative_energy_kj_mol=0.0 charge=0 homo_energy_ev=-9.37 e_tot_ha=-789.829862
O -1.79478 -1.42750 3.14143 0.0018 -0.0058 0.0450
O 1.77173 1.15606 -2.94540 0.0402 0.0397 -0.0214
O 0.92884 -0.84098 -3.49705 0.0498 0.1866 0.3389
O -2.39926 1.80901 -1.34894 0.0351 -0.0189 -0.0241
N 1.78234 1.01138 2.16414 0.1071 -0.0835 -0.0666
C -2.28587 -2.66872 3.64098 -0.0611 0.0387 -0.0274
C 2.46468 1.71514 -1.81363 -0.1877 0.1694 0.5477
C 1.97215 -0.50807 -1.29139 0.0586 -0.0262 0.1421
C 0.81165 -0.35214 -0.29168 -0.1286 -0.1266 0.0118
C 3.12821 0.50104 -1.17539 -0.2951 0.0473 -0.4252
C 1.03525 -1.06387 1.04844 0.0929 0.2548 -0.0733
C -2.14061 1.72697 -2.75083 -0.0068 0.0342 0.0206
C 2.07405 -0.41101 1.96050 -0.0140 -0.0710 0.0189
C 1.48403 -0.15098 -2.68711 -0.1519 -0.0625 -0.3421
C -1.42555 2.95684 -3.27486 0.0494 0.0077 0.1039
C -3.40591 -3.22872 2.78543 0.0325 0.0457 -0.0547
H -2.03186 3.85566 -3.13426 -0.0356 -0.0198 -0.0318
H 3.89071 0.16122 -1.88680 0.2671 0.0885 0.4003
H -2.61871 -2.55014 4.67755 0.0231 -0.0364 0.0133
H -3.07745 1.56519 -3.29467 0.0163 -0.0259 -0.0213
H 0.07586 -1.08390 1.57665 0.1115 -0.1174 0.0016
H 2.10524 -0.97774 2.90321 -0.0059 0.0292 -0.0988
H -1.52038 0.84148 -2.88632 -0.0011 -0.0146 -0.0059
H -1.43082 -3.34368 3.64071 0.0198 0.0068 0.0132
H -2.52340 -0.79902 3.13662 0.0000 0.0155 -0.0354
H -3.06869 -3.36077 1.75720 0.0075 -0.0176 0.0063
H 1.34590 -2.10098 0.86961 -0.1485 0.0715 0.0310
H 0.58449 0.70255 -0.11104 0.0496 -0.0977 -0.0346
H 3.07323 -0.48701 1.51710 -0.0904 -0.0293 0.0497
H 3.54044 0.69277 -0.18753 -0.0920 -0.0699 -0.0639
H -0.48645 3.09669 -2.73858 0.0243 -0.0078 -0.0411
H -0.08755 -0.77863 -0.75372 0.1359 0.0197 0.0461
H -3.74523 -4.19179 3.16906 -0.0027 0.0012 0.0135
H -1.20397 2.85552 -4.33765 -0.0009 -0.0115 -0.0031
H -4.26068 -2.54845 2.77311 -0.0169 -0.0188 0.0267
H 2.29395 -1.55232 -1.27694 0.0518 0.1056 -0.1320
H 3.13149 2.52492 -2.11525 -0.0025 -0.3223 -0.3220
H 1.71857 2.15116 -1.13808 0.1251 -0.0204 -0.0565
H 0.83745 1.12637 2.51386 0.0173 -0.0137 0.0433
H -2.95451 2.57944 -1.19659 0.0006 0.0102 0.0196
H 2.41142 1.39700 2.85813 -0.0757 0.0453 -0.0124

(3)
44
Properties=species:S:1:pos:R:3:forces:R:3 method="wB97M-V/def2-TZVPD" relative_energy_kj_mol=0.0 multiplicity=4 charge=+2 homo_energy_ev="-14.23 / -14.51" s2=3.86 e_tot_ha=-3049.245154
I -0.06413 -2.84816 -1.97386 0.0912 0.4170 -0.9298
Cr 0.09570 -1.00391 -0.28182 -0.8383 0.0369 1.3773
Cl -0.01686 -2.61695 1.32772 0.0492 0.4532 -0.2333
P -2.28025 -0.15000 -0.34974 -1.1120 -0.2478 0.6706
P 2.37493 -0.14735 -0.43290 0.6614 -0.4791 0.4218
O 0.02694 1.66311 -2.31459 -0.0167 -1.1567 -5.5418
N 0.16544 0.31626 1.35991 0.3650 -0.5408 2.6986
C -3.15785 0.14414 -1.92223 0.1272 -0.2364 -0.2476
C 3.28081 -1.44038 0.47237 0.0131 0.0343 -0.1150
C 3.17807 0.01739 -2.04193 0.1556 -0.1096 -0.2077
C 0.00944 1.05601 -4.82578 0.0271 0.3840 -0.4404
C 0.02099 1.40450 -3.44786 -0.0212 1.0831 5.3301
C -2.72018 1.37949 0.57261 0.3816 -0.0368 -0.0246
C 2.82824 1.38688 0.43228 -0.1641 0.0793 -0.0974
C -3.26837 -1.42436 0.52389 0.0561 -0.1242 -0.0875
C 0.32271 0.20018 2.51639 -0.6003 0.9247 -3.0234
C 0.45363 0.20908 3.94242 0.2393 0.0150 1.0544
C -0.66784 -0.56900 4.64506 -0.4202 -0.3187 -0.1467
H 3.17416 -2.38884 -0.06259 0.1165 0.0922 0.0921
H 2.46414 2.23493 -0.15741 0.1432 0.0101 0.1919
H -0.52628 -0.52945 5.72070 0.1207 0.0738 0.0355
H 2.88710 -0.82972 -2.67195 0.2472 0.0206 0.1047
H -2.40747 2.24996 -0.02356 -0.1351 -0.1528 0.2959
H 2.83709 0.94049 -2.53403 0.3180 -0.1243 0.1826
H -3.81021 1.41875 0.74386 0.4889 -0.0352 -0.1061
H 0.45678 1.26838 4.26152 0.0814 -0.3690 -0.1746
H -0.92686 0.49021 -5.01782 0.4582 0.0587 0.0337
H -1.65933 -0.15545 4.42908 0.2432 -0.0246 -0.0349
H -3.16964 -2.37434 -0.02249 -0.1062 0.2429 0.2170
H 2.35025 1.41566 1.41442 0.2648 0.0677 -0.2329
H -2.80677 1.08466 -2.37401 -0.2486 -0.1657 0.1768
H 0.01785 2.00033 -5.42720 -0.0196 -0.5135 0.3814
H 1.42614 -0.23059 4.21762 -0.1935 0.2198 -0.1942
H -4.33267 -1.13531 0.60757 0.5284 -0.0889 -0.0890
H 4.26983 0.03701 -1.88431 -0.4014 0.0901 -0.3540
H 3.91770 1.44709 0.54263 -0.2265 0.0204 -0.0791
H -2.83224 -1.57146 1.52643 -0.2106 0.0608 -0.3886
H -0.65420 -1.62064 4.34209 -0.0084 0.2051 0.0236
H 2.82978 -1.57040 1.46536 0.1829 0.0722 -0.2454
H -4.24625 0.19706 -1.74449 0.4832 0.0438 -0.1529
H 4.33234 -1.14739 0.55358 -0.0947 -0.1917 0.0653
H 0.93522 0.47679 -5.02700 -0.4572 0.0458 0.0308
H -2.92767 -0.67711 -2.61076 -0.2244 0.0748 0.0797
H -2.18019 1.39244 1.53084 -0.3441 0.0892 -0.3169

(4)
47
Properties=species:S:1:pos:R:3:forces:R:3 method="wB97M-V/def2-TZVPD" relative_energy_kj_mol=0.0 charge=+1 homo_energy_ev=-12.18 e_tot_ha=-1829.371745
S 3.03867 2.33359 2.08294 1.0856 -0.0306 0.0380
P -2.03431 -2.22762 -0.37329 0.3014 -6.4278 1.5149
F 1.10055 5.07978 -0.48256 0.1501 0.1487 -0.0023
F 1.90047 3.45205 -1.64951 -0.0587 0.0552 0.1368
F 2.80477 5.41630 -1.80501 -0.3526 -0.0385 0.0373
O -2.52561 -2.74278 1.09711 0.0470 0.7820 -0.5656
O -0.66602 -1.67478 -0.16849 -1.2685 2.6707 -0.9078
O -3.51758 -2.21512 -1.07245 1.4904 2.5704 -0.1010
O -1.73809 -3.66811 -1.05788 -0.2451 0.5701 -0.2403
N 3.85562 0.99534 -0.81445 -0.4609 0.0156 0.4899
C -0.44666 -4.01393 -1.55758 0.2825 -0.1829 0.1172
C -3.73058 -0.88055 2.10805 0.0724 0.0719 -0.1615
C 2.62468 4.02469 1.53632 -0.4310 -0.3634 -0.1652
C 2.15960 1.16298 0.98362 -0.6293 -0.1236 0.4797
C -2.55603 -1.83855 2.19313 -0.1101 0.1382 0.3281
C 3.10195 0.26242 0.22573 0.0668 0.3397 -1.0196
C 0.36734 -4.74615 -0.50909 -0.0515 -0.1304 0.1074
C 2.24262 4.56165 -0.94692 0.4755 -0.2437 -0.3886
C -3.13556 -0.00680 -2.10971 0.2260 -0.0773 0.1090
C -4.12614 -0.99863 -1.53906 -0.4893 0.3119 -0.1290
C 3.25131 4.22582 0.14180 -0.0491 0.0052 0.7569
H 2.43362 2.21820 3.28416 -0.3640 0.0883 -0.3145
H 1.39622 -4.88385 -0.84644 -0.0178 -0.0156 -0.0196
H 0.07741 -3.13079 -1.92242 -0.0316 0.0801 0.1186
H 1.53703 0.55174 1.63604 -0.0539 0.0540 0.0955
H -4.84122 -1.28429 -2.31005 0.0575 -0.1962 0.0573
H -2.42745 0.33251 -1.34343 -0.0758 0.0127 -0.0526
H -0.06407 -5.72851 -0.31514 0.0138 -0.0084 -0.0243
H 3.97567 5.03239 0.20012 -0.0608 0.1551 -0.0574
H -2.55977 -0.45851 -2.91950 -0.0376 0.0224 -0.0256
H 4.13847 0.29433 -1.49082 0.4752 0.1432 -0.0189
H 3.02550 4.71944 2.26790 0.1376 -0.1560 0.1619
H 3.16547 1.54493 -1.32050 0.0963 0.0368 -0.1710
H -4.70119 -0.54641 -0.72690 0.0555 -0.0555 0.0453
H 2.47038 -0.45999 -0.29743 -0.2243 -0.3291 0.6051
H -3.65480 0.86924 -2.49637 -0.0276 -0.0122 -0.0062
H -2.64405 -2.44650 3.09338 0.0221 -0.1083 -0.0905
H -3.82495 -0.30064 3.02689 0.0085 -0.0084 0.0000
H 1.48430 1.74360 0.35585 0.0878 0.0618 -0.1138
H 0.37643 -4.21048 0.44024 0.0384 0.1552 -0.0802
H -3.59639 -0.17512 1.28090 -0.0130 0.0168 0.0346
H 3.77519 -0.24131 0.91513 0.0711 -0.1261 -0.0568
H 1.54084 4.09918 1.55729 -0.0328 0.1311 -0.1471
H 3.82398 3.33713 -0.13106 -0.0351 0.0613 -0.3822
H -4.65903 -1.42446 1.93745 0.0044 -0.0296 0.0501
H -1.61175 -1.28816 2.25942 0.0152 -0.0526 -0.0673
H -0.60685 -4.66527 -2.41741 -0.1608 0.0179 0.0254

(5)
41
Properties=species:S:1:pos:R:3:forces:R:3 method="wB97M-V/def2-TZVPD" charge=0 homo_energy_ev=-5.12 e_tot_ha=-788.823818
In -3.75129 -3.28835 -1.43951 -0.5783 -0.3068 -0.1417
N 3.51171 1.48597 1.25165 -0.6130 0.1524 -0.2116
N 2.04380 2.34431 -0.08983 0.5083 -0.2695 0.3743
N -6.02033 -1.26508 -0.38872 -0.1806 0.1573 -0.1031
C 3.53716 0.72839 0.09114 -0.2733 0.5685 0.2451
C 1.00419 3.22186 -0.61257 -0.3504 0.3243 -0.0231
C -1.31923 -1.05901 -1.11781 0.7349 0.3075 -0.5112
C 2.60017 2.46215 1.12512 0.2081 -0.7065 -0.6839
C 5.61116 2.10182 2.37270 0.2511 0.2022 -0.1557
C -2.05736 -2.01200 -2.22859 1.9375 0.4403 -0.1620
C -2.33292 -0.21803 -0.13890 0.9063 0.8983 0.0467
C 2.61158 1.27055 -0.75431 0.0805 0.3101 0.5772
C -5.04701 -2.29873 0.13627 -0.1610 -1.0235 1.4372
C 4.34476 1.27136 2.43735 0.2536 -0.0770 0.4255
C -0.14984 -1.86243 -0.23200 0.4612 0.8362 -0.3646
H -4.85630 -3.63606 -2.85765 0.2537 0.2114 0.2845
H 3.75681 1.53688 3.32269 0.0068 -0.1153 -0.2389
H 0.91424 -1.60291 -0.70684 -2.1505 -0.6782 0.8706
H -1.89832 0.89246 -0.08451 -0.9114 -2.1037 -0.0035
H 6.20746 1.83436 1.49454 -0.0475 0.0119 0.1457
H 6.22173 1.94300 3.26641 -0.1347 0.0014 -0.1411
H 0.72078 2.91149 -1.62203 0.1206 -0.0409 0.2978
H -2.37539 -1.36081 -3.14779 0.5313 -1.0650 1.7102
H 0.13068 3.16703 0.04231 0.0875 -0.0015 -0.2068
H -3.25549 -4.90348 -0.81151 0.2092 0.2959 -0.0201
H -4.38528 -1.90810 1.04992 -1.7013 -0.4267 -1.8105
H 1.38493 4.24594 -0.64154 -0.1049 -0.1538 -0.0461
H -2.29890 -0.61205 0.97733 -0.4550 0.6085 -2.4462
H 2.28186 1.02970 -1.75061 0.0950 -0.2152 0.0687
H 4.21783 -0.10271 0.01726 -0.1617 -0.0268 -0.1990
H -3.41354 -0.11498 -0.57594 2.0923 -0.4947 1.0079
H -0.08899 -1.43178 0.87941 -0.3082 -1.1714 -2.2531
H -1.22359 -2.76220 -2.63493 -1.6025 1.5846 0.7159
H -6.71018 -1.69880 -1.05547 1.4202 0.6408 0.8156
H 2.35808 3.21305 1.87010 0.0397 -0.2501 -0.2066
H 4.58846 0.20516 2.50738 -0.2362 0.2141 -0.1223
H -5.71543 -3.16815 0.60836 1.3652 1.8296 -0.9009
H 5.37339 3.16794 2.30074 0.0494 -0.1242 0.0674
H -0.26711 -3.02700 -0.27154 0.0092 2.2844 0.2999
H -5.54944 -0.45641 -0.85029 -0.5260 -1.2503 0.2707
H -0.70484 -0.24434 -1.73778 -1.1252 -1.3783 1.2911